# 1
C46H36N5O12S3W | the ωB97M-V functional and the def2-TZVPD basis

Structure (XYZ):
```
103
Properties=species:S:1:pos:R:3
W 0.90 -0.74 0.89
O 1.86 -2.22 1.67
C 2.84 -2.98 1.22
C 2.78 -4.36 1.38
C 3.81 -5.14 0.90
C 4.93 -4.56 0.28
C 5.01 -3.20 0.16
C 3.96 -2.38 0.61
C 4.04 -0.96 0.59
N 3.02 -0.19 0.78
N 3.32 1.13 0.96
C 2.32 1.69 1.55
O 1.26 1.00 1.88
C 2.32 3.13 1.87
C 1.16 3.72 2.36
C 1.14 5.09 2.61
C 2.27 5.86 2.38
C 3.43 5.26 1.89
C 3.45 3.90 1.63
H 1.90 -4.78 1.85
H 3.75 -6.22 0.98
H 5.72 -5.19 -0.09
H 5.87 -2.73 -0.31
H 4.99 -0.46 0.48
H 0.28 3.11 2.51
H 0.24 5.55 2.98
H 2.25 6.92 2.57
H 4.31 5.86 1.70
H 4.34 3.43 1.23
O 0.02 -1.72 5.34
S -0.48 -1.51 4.01
O -1.10 -2.62 3.36
O 0.58 -0.85 3.18
C -1.73 -0.21 4.17
C -1.91 0.29 5.46
C -2.83 1.30 5.71
C -3.58 1.83 4.67
C -3.40 1.35 3.39
C -2.50 0.33 3.13
S -2.42 -0.20 1.43
O -2.93 -1.53 1.34
O -3.03 0.81 0.62
O -0.89 -0.15 1.23
H -1.31 -0.13 6.25
H -2.95 1.67 6.72
H -4.29 2.62 4.86
H -3.96 1.76 2.56
S 2.39 -3.46 -2.70
C 1.91 -2.42 -1.59
N 1.57 -1.66 -0.76
O 2.77 0.26 -2.01
C 1.84 0.96 -1.68
N 1.51 2.12 -2.36
C 0.29 2.72 -1.85
C 0.12 1.92 -0.55
O -0.59 2.29 0.34
N 0.96 0.79 -0.59
C 0.46 4.19 -1.49
C 1.70 4.81 -1.50
C 1.82 6.14 -1.13
C 0.70 6.86 -0.74
C -0.54 6.24 -0.73
C -0.67 4.91 -1.10
C -0.89 2.48 -2.79
C -0.99 3.26 -3.94
C -2.00 3.01 -4.86
C -2.92 1.99 -4.64
C -2.82 1.22 -3.49
C -1.81 1.46 -2.57
H 1.72 2.12 -3.34
H 2.57 4.24 -1.78
H 2.79 6.61 -1.13
H 0.80 7.90 -0.45
H -1.42 6.79 -0.42
H -1.63 4.43 -1.08
H -0.29 4.07 -4.11
H -2.07 3.62 -5.76
H -3.71 1.80 -5.35
H -3.53 0.43 -3.30
H -1.76 0.84 -1.68
C -3.30 -7.26 -2.78
C -2.72 -6.01 -2.20
C -2.51 -5.88 -0.84
C -1.96 -4.73 -0.27
C -1.77 -4.69 1.22
C -1.62 -3.66 -1.11
C -1.83 -3.76 -2.51
C -1.51 -2.67 -3.49
C -2.37 -4.94 -3.01
C -1.02 -2.39 -0.58
O -0.28 -2.48 0.49
O -1.14 -1.33 -1.18
H -3.58 -7.97 -2.00
H -2.58 -7.76 -3.44
H -4.19 -7.04 -3.38
H -2.78 -6.70 -0.18
H -0.71 -4.72 1.48
H -2.27 -5.55 1.68
H -2.15 -3.78 1.65
H -2.19 -1.82 -3.39
H -1.59 -3.06 -4.51
H -0.50 -2.28 -3.35
H -2.52 -5.02 -4.09
```

Summary:
ΔE to the lowest compared entry with this formula, charge and spin = 16.7 kcal per mole
Calculated total energy = -114645.0764 eV
Orbital gap = 6.626 eV
Molar mass = 1130.86 g mol⁻¹
Total charge = -1

***

# 2
C8H10INO | the ωB97M-V functional and the def2-TZVPD basis

Structure (XYZ):
```
21
Properties=species:S:1:pos:R:3
C -1.95 -2.42 -0.75
C -1.05 -3.18 0.02
C -1.82 -1.10 -0.88
C -0.11 -2.48 0.71
C -0.75 -0.58 -0.25
C 1.98 1.67 1.05
C 1.55 2.10 -0.41
C -0.02 1.88 -0.51
N 0.05 -1.17 0.55
O -0.73 2.34 0.49
I -0.81 2.26 -2.50
H -2.67 -2.91 -1.31
H -1.22 -4.27 0.28
H -2.46 -0.55 -1.56
H 0.49 -2.98 1.50
H 2.93 1.94 1.19
H 1.38 2.40 1.67
H 1.97 0.59 1.25
H 1.71 3.17 -0.68
H 2.13 1.55 -1.16
H -0.60 1.77 1.30
```

Summary:
ΔE to the lowest compared entry with this formula, charge and spin = 83.8 kcal per mole
Calculated total energy = -20091.5769 eV
Orbital gap = 7.479 eV
Molar mass = 263.08 g mol⁻¹

***

# 3
C15H30O2 | the ωB97M-V functional and the def2-TZVPD basis

Structure (XYZ):
```
47
Properties=species:S:1:pos:R:3
C 5.20 3.94 -0.52
C 4.00 3.92 -1.46
C 3.22 2.60 -1.42
C 2.53 2.35 -0.08
C 1.57 1.16 -0.12
C 2.28 -0.17 -0.33
C 1.37 -1.38 -0.11
C 0.25 -1.47 -1.15
C -0.52 -2.80 -1.09
C -1.22 -3.07 0.24
C -2.26 -2.01 0.61
C -3.07 -2.41 1.84
C -4.01 -1.32 2.33
C -5.14 -0.99 1.35
C -4.70 -0.17 0.16
O -5.04 -0.37 -0.98
O -3.92 0.86 0.50
H -3.69 1.37 -0.29
H -5.61 -1.91 0.98
H -5.90 -0.40 1.86
H -3.44 -0.41 2.54
H -4.46 -1.65 3.27
H -3.65 -3.31 1.61
H -2.38 -2.66 2.65
H -2.93 -1.87 -0.24
H -1.76 -1.06 0.81
H -1.72 -4.04 0.17
H -0.48 -3.15 1.04
H 0.17 -3.62 -1.29
H -1.27 -2.80 -1.88
H -0.45 -0.64 -1.01
H 0.68 -1.38 -2.15
H 0.94 -1.32 0.89
H 1.97 -2.29 -0.17
H 3.12 -0.24 0.37
H 2.69 -0.22 -1.34
H 1.03 1.12 0.83
H 0.84 1.32 -0.91
H 1.96 3.25 0.19
H 3.28 2.18 0.69
H 2.47 2.62 -2.21
H 3.91 1.78 -1.64
H 4.35 4.09 -2.48
H 3.32 4.74 -1.20
H 5.86 3.10 -0.73
H 4.88 3.87 0.52
H 5.76 4.86 -0.64
```

Summary:
ΔE to the lowest compared entry with this formula, charge and spin = 1.4 kcal per mole
SMILES = CCCCCCCCCCCCCCC(=O)O
Calculated total energy = -20137.9863 eV
Orbital gap = 10.988 eV
Molar mass = 242.40 g mol⁻¹

***

# 4
C16H17Cl3N3OPRuS4SbSe2Si | the ωB97M-V functional and the def2-TZVPD basis

Structure (XYZ):
```
50
Properties=species:S:1:pos:R:3
Ru 0.12 0.24 -0.25
Se 0.98 1.66 1.46
P -2.41 3.16 0.05
Se -1.02 2.22 -1.43
C -3.86 2.03 0.23
C -3.87 0.71 -0.18
C -4.97 -0.10 0.05
C -6.09 0.41 0.68
C -6.10 1.73 1.11
C -4.99 2.53 0.90
C -3.19 4.36 -1.12
C -4.04 3.97 -2.16
C -4.59 4.91 -3.01
C -4.31 6.27 -2.85
C -3.46 6.66 -1.82
C -2.91 5.71 -0.96
H -2.99 0.31 -0.67
H -4.94 -1.14 -0.26
H -6.96 -0.23 0.86
H -6.97 2.14 1.62
H -4.99 3.55 1.25
H -4.25 2.92 -2.30
H -5.25 4.60 -3.81
H -4.74 7.00 -3.52
H -3.22 7.71 -1.69
H -2.26 6.02 -0.16
S 0.67 -5.23 1.82
Sb 0.32 -3.03 2.14
S 1.24 -1.78 0.45
S -0.89 0.79 1.92
S -0.63 -2.30 4.03
C -0.55 -3.46 -4.04
N -0.99 -2.88 -2.80
C -1.17 -3.60 -1.56
C -1.51 -2.46 -0.60
O -1.92 -2.62 0.53
N -1.28 -1.27 -1.25
C -1.03 -1.57 -2.53
N -0.93 -0.63 -3.49
H -0.91 -4.49 -4.10
H 0.54 -3.46 -4.12
H -0.98 -2.91 -4.88
H -0.24 -4.06 -1.21
H -1.97 -4.34 -1.61
H -0.97 0.32 -3.13
H -0.23 -0.78 -4.20
Cl 3.70 0.93 -1.24
Si 1.74 0.33 -1.85
Cl 2.30 -1.50 -2.92
Cl 1.60 1.55 -3.62
```

Summary:
ΔE to the lowest compared entry with this formula, charge and spin = 7.4 kcal per mole
Calculated total energy = -261284.1353 eV
Multiplicity = 2
Orbital gap (spin up / spin down) = 6.204 / 5.797 eV
Molar mass = 941.77 g mol⁻¹
Total charge = -2

***

# 5
C23H31F6FeO3 | the ωB97M-V functional and the def2-TZVPD basis

Structure (XYZ):
```
64
Properties=species:S:1:pos:R:3
O -0.70 -0.25 -4.79
C -0.96 1.06 -5.49
C -0.32 0.66 -6.83
H -0.44 1.88 -4.96
H -2.03 1.30 -5.64
C -0.31 -0.72 -6.11
H 0.66 1.13 -7.00
H -1.02 0.78 -7.68
C 1.03 -1.38 -6.16
H 1.80 -0.84 -5.63
H 1.36 -1.48 -7.21
H 0.95 -2.38 -5.74
C -1.31 -1.56 -6.90
H -2.21 -0.97 -7.18
H -1.60 -2.47 -6.35
H -0.82 -1.85 -7.85
Fe -0.47 -0.43 -1.57
C -2.09 -0.71 0.27
C -2.17 0.69 0.41
C -2.61 1.24 -0.82
H -2.05 1.21 1.34
C -2.90 0.20 -1.73
C -2.54 -1.06 -1.07
H -2.84 -2.06 -1.39
H -1.86 -1.40 1.08
H -2.79 2.29 -1.00
H -3.44 0.29 -2.67
C 0.72 -1.77 0.28
C -0.14 -2.59 -0.51
C 0.38 -2.64 -1.84
H -0.99 -3.16 -0.13
C 1.63 -1.91 -1.85
C 1.82 -1.38 -0.54
H 2.71 -0.86 -0.19
H 0.62 -1.58 1.35
H 0.01 -3.28 -2.63
H 2.35 -1.86 -2.67
O 3.30 2.10 -4.91
C 3.09 1.40 -3.69
C 1.78 1.92 -3.07
H 3.92 1.58 -2.97
H 3.07 0.32 -3.84
C 1.52 3.30 -3.67
H 1.85 1.98 -1.98
H 0.93 1.25 -3.24
C 2.56 3.36 -4.80
H 1.66 4.04 -2.91
H 0.49 3.41 -4.02
H 3.30 4.13 -4.52
H 2.10 3.60 -5.77
C 0.77 1.22 1.71
C 0.94 1.89 0.37
O 0.49 1.14 -0.69
C 0.25 3.33 0.45
F 0.51 3.96 1.64
F 0.61 4.17 -0.55
F -1.10 3.23 0.39
C 2.50 2.26 0.24
F 2.94 3.15 1.16
F 3.25 1.13 0.40
F 2.91 2.79 -0.95
H -0.30 1.14 1.92
H 1.23 1.80 2.51
H 1.23 0.23 1.67
```

Summary:
ΔE to the lowest compared entry with this formula, charge and spin = 19.3 kcal per mole
Calculated total energy = -81186.2539 eV
Multiplicity = 5
Orbital gap (spin up / spin down) = 6.285 / 6.750 eV
Molar mass = 525.33 g mol⁻¹
Total charge = -1

***

# 6
C2H10NOSi | the ωB97M-V functional and the def2-TZVPD basis

Structure (XYZ):
```
15
Properties=species:S:1:pos:R:3
C 0.37 -1.68 0.89
C 1.65 -1.08 0.72
N 1.73 0.12 0.24
O -0.34 1.61 -0.93
Si -2.08 1.42 -0.81
H -0.43 -0.93 0.71
H 0.35 -2.09 1.89
H 0.46 -2.66 0.31
H 2.63 -1.52 0.92
H 0.93 0.68 -0.20
H 2.62 0.49 0.12
H -0.03 1.77 -1.76
H -2.49 2.85 -0.95
H -2.17 0.42 -1.88
H -2.23 1.26 0.58
```

Summary:
ΔE to the lowest compared entry with this formula, charge and spin = 23.2 kcal per mole
Calculated total energy = -13644.3049 eV
Orbital gap = 10.398 eV
Molar mass = 92.19 g mol⁻¹
Total charge = +1